No. 1
A structure of composition C27H51N2OP3PbSe at a distorted geometry. Source: the Open Molecules 2025 dataset; level of theory: ωB97M-V/def2-TZVPD.

The geometry in XYZ format:
```
86
Properties=species:S:1:pos:R:3:mulliken_charge:R:1
Pb -0.33 1.02 -4.22 1.39
P 1.33 2.21 -0.33 0.80
P -0.90 0.90 2.17 0.67
P -2.46 2.69 -0.22 1.03
H -1.38 -1.45 -7.17 0.41
C -1.37 -0.37 -6.98 -0.43
C -0.31 0.26 -6.26 -0.77
H 0.67 -0.28 -6.15 0.52
C 3.13 1.81 -0.40 -1.09
C 1.39 3.31 1.16 -1.24
C 1.29 3.52 -1.63 -1.02
C -2.23 -0.32 2.55 -1.33
C 0.43 0.06 3.15 -1.22
C -1.37 2.16 3.43 -1.34
C -3.06 3.06 -1.92 -1.12
C -2.20 4.43 0.37 -1.30
C -4.10 2.42 0.59 -1.29
H -2.08 0.20 -7.62 0.35
H -0.25 1.31 -6.60 0.44
H 3.31 1.27 -1.35 0.35
H 3.40 1.18 0.45 0.16
H 3.67 2.76 -0.38 0.54
H 1.57 2.70 2.05 0.36
H 0.45 3.87 1.28 0.14
H 2.23 4.01 1.02 0.62
H 1.48 3.08 -2.62 0.20
H 2.08 4.25 -1.43 0.41
H 0.32 4.03 -1.67 0.23
H -2.38 -0.40 3.64 0.47
H -1.94 -1.30 2.15 0.30
H -3.16 -0.02 2.06 0.34
H 0.24 0.18 4.23 0.68
H 1.42 0.46 2.90 0.30
H 0.44 -1.01 2.90 0.14
H -1.40 1.68 4.42 0.55
H -2.36 2.59 3.21 0.38
H -0.64 2.97 3.43 0.37
H -3.98 3.66 -1.86 0.44
H -3.26 2.11 -2.43 0.18
H -2.28 3.60 -2.49 0.33
H -3.11 5.00 0.16 0.50
H -1.36 4.89 -0.15 0.35
H -2.01 4.44 1.45 0.35
H -4.73 3.28 0.37 0.51
H -3.98 2.32 1.68 0.31
H -4.56 1.51 0.18 0.35
C -3.56 -1.49 -2.52 -0.25
C -2.80 -1.63 -3.71 -0.10
C -3.45 -1.76 -4.94 -0.72
C -4.84 -1.66 -5.04 -0.72
C -5.61 -1.42 -3.88 -0.64
C -4.96 -1.33 -2.65 -0.24
Se -2.83 -1.57 -0.75 0.12
H -3.62 -0.41 -0.27 -0.07
H -1.70 -1.62 -3.64 0.70
H -2.86 -1.87 -5.85 0.57
H -5.31 -1.75 -6.02 0.41
H -6.70 -1.35 -3.92 0.43
H -5.53 -1.24 -1.72 0.49
C 6.26 -1.66 3.02 -1.28
C 5.07 -2.25 3.76 -0.32
N 4.01 -2.72 2.87 0.41
C 3.14 -3.72 3.52 -0.72
C 2.30 -3.18 4.67 -0.97
C 3.47 -1.80 2.00 0.32
O 3.74 -0.58 2.07 -0.51
C 2.54 -2.28 0.92 0.32
C 2.53 -3.59 0.43 -0.43
C 1.75 -3.89 -0.68 -0.92
C 1.07 -2.84 -1.33 -0.20
N 1.08 -1.59 -0.87 -0.25
C 1.79 -1.31 0.23 0.00
H 6.61 -2.34 2.23 0.35
H 7.06 -1.52 3.74 0.42
H 6.00 -0.69 2.59 0.35
H 5.38 -3.11 4.37 0.52
H 4.67 -1.49 4.46 0.35
H 2.46 -4.19 2.81 0.48
H 3.83 -4.48 3.89 0.48
H 1.65 -2.35 4.37 0.12
H 1.67 -4.00 5.03 0.43
H 2.95 -2.85 5.49 0.39
H 3.13 -4.37 0.90 0.74
H 1.66 -4.90 -1.06 0.49
H 0.45 -3.05 -2.21 0.33
H 1.80 -0.27 0.54 -0.20
```

The calculation puts the gap between HOMO and LUMO (alpha / beta) at 4.22 / 4.06 eV. As for the LUMO energy (alpha / beta): -13.6 / -13.5 eV. Its charge is +4. The HOMO energy (alpha / beta) is -0.654 / -0.645 Eh. The energy above the lowest of the compared OMol25 structures with the same formula, charge and spin comes out at 116.00 kcal/mol.


No. 2
A cluster of 5 separate species, C17H33F3NO6S4 in total. Source: the Open Molecules 2025 dataset; level of theory: ωB97M-V/def2-TZVPD.

The geometry in XYZ format:
```
64
Properties=species:S:1:pos:R:3:mulliken_charge:R:1
C 0.92 1.82 3.11 -0.97
C -0.26 1.83 2.48 -0.51
C -1.29 0.84 2.89 0.56
N -2.41 1.30 3.48 0.19
C -3.42 0.51 3.87 -0.05
C -3.35 -0.85 3.68 -0.29
O -4.37 -1.67 4.05 -0.50
C -2.20 -1.37 3.08 -0.12
C -1.17 -0.54 2.66 0.87
C 0.03 -1.15 1.98 -1.74
O -0.04 -1.01 0.56 -0.13
C -0.81 -1.93 -0.07 0.91
F -0.50 -3.17 0.27 -0.33
F -2.11 -1.75 0.15 -0.26
F -0.60 -1.77 -1.36 -0.20
H 1.83 2.19 2.66 0.36
H 0.96 1.38 4.09 0.32
H -0.52 2.54 1.71 0.46
H -2.48 2.30 3.65 -0.06
H -4.30 0.95 4.33 0.47
H -4.16 -2.07 4.91 0.36
H -2.10 -2.43 2.93 0.59
H 0.91 -0.59 2.27 0.51
H 0.19 -2.17 2.31 0.48
C -1.34 -6.29 -0.41 -0.54
S -3.02 -6.32 0.23 0.55
O -2.91 -6.40 1.71 -0.63
C -3.43 -7.97 -0.36 -0.96
H -0.89 -5.35 -0.11 -0.02
H -0.77 -7.12 0.00 0.34
H -1.36 -6.35 -1.50 0.35
H -2.72 -8.69 0.05 0.31
H -3.40 -7.98 -1.45 0.34
H -4.44 -8.20 -0.03 0.34
C 0.60 0.37 -3.13 -0.98
S 2.03 0.94 -2.19 0.68
O 1.92 2.43 -2.09 -0.69
C 3.26 0.57 -3.43 -1.12
H -0.28 0.56 -2.53 0.26
H 0.53 0.92 -4.06 0.45
H 0.70 -0.69 -3.32 0.30
H 3.03 1.12 -4.35 0.27
H 3.28 -0.50 -3.62 0.39
H 4.23 0.89 -3.06 0.41
C -3.48 7.24 3.88 -0.96
S -3.17 5.47 3.96 0.50
O -1.74 5.28 4.33 -0.60
C -3.30 5.18 2.18 -0.83
H -3.40 7.64 4.89 0.34
H -2.73 7.71 3.24 0.31
H -4.48 7.41 3.49 0.37
H -2.57 5.80 1.66 0.30
H -4.31 5.42 1.85 0.38
H -3.09 4.13 1.99 0.19
C 6.13 2.10 -5.67 -0.93
S 6.04 0.31 -5.74 0.54
O 5.84 -0.17 -4.34 -0.59
C 7.77 0.04 -6.14 -0.99
H 5.15 2.48 -5.39 0.28
H 6.87 2.41 -4.93 0.31
H 6.40 2.49 -6.66 0.39
H 8.40 0.48 -5.37 0.31
H 7.98 0.49 -7.11 0.38
H 7.94 -1.03 -6.19 0.32
```

The calculation puts the gap between HOMO and LUMO at 6.19 eV. As for the LUMO energy: -4.2 eV. Its charge is +1. The HOMO energy is -0.383 Eh. The energy above the lowest of the compared OMol25 structures with the same formula, charge and spin comes out at 0.00 kcal/mol.


No. 3
A structure of composition C21H33N6NiO4S2. Source: the Open Molecules 2025 dataset; level of theory: ωB97M-V/def2-TZVPD.

The geometry in XYZ format:
```
67
Properties=species:S:1:pos:R:3:mulliken_charge:R:1
Ni 0.50 -0.60 0.07 -0.42
C 4.06 -1.92 -1.17 -0.66
O 2.69 -1.77 -0.77 -0.25
C 2.37 -0.61 -0.15 0.91
O 3.22 0.21 0.10 -0.50
H 4.13 -2.89 -1.65 0.25
H 4.72 -1.88 -0.30 0.29
H 4.34 -1.13 -1.87 0.22
N -1.50 -0.67 0.00 -0.33
C -2.63 -0.43 0.10 0.69
N -3.89 -0.15 0.20 0.12
C -4.84 -0.45 -0.89 -0.56
C -5.66 0.80 -1.18 -0.58
O -6.27 1.27 0.01 -0.38
C -5.31 1.66 0.97 -0.72
C -4.46 0.47 1.40 -0.46
H -5.50 -1.26 -0.57 0.28
H -4.28 -0.77 -1.77 0.47
H -6.45 0.58 -1.88 0.36
H -5.01 1.58 -1.60 0.33
H -5.85 2.07 1.82 0.36
H -4.66 2.45 0.55 0.35
H -5.09 -0.26 1.92 0.25
H -3.65 0.79 2.05 0.43
C 2.17 5.72 1.89 -1.06
C 3.03 4.56 2.38 -0.61
C 2.50 3.21 1.94 -0.84
N 2.53 3.11 0.48 0.41
C 1.71 2.40 -0.26 0.15
S 0.27 1.69 0.35 -0.40
N 1.96 2.23 -1.60 0.08
C 3.19 2.21 -2.29 -0.11
O 3.29 1.47 -3.23 -0.56
C 4.27 3.13 -1.86 0.23
C 5.52 2.61 -1.53 -0.26
C 6.54 3.47 -1.15 -0.70
C 6.32 4.84 -1.12 -0.50
C 5.08 5.36 -1.46 -0.52
C 4.05 4.51 -1.82 0.18
H 2.53 6.67 2.30 0.37
H 1.13 5.60 2.20 0.29
H 2.19 5.80 0.80 0.24
H 3.09 4.56 3.47 0.39
H 4.06 4.68 2.02 0.33
H 1.47 3.06 2.26 0.56
H 3.10 2.39 2.34 0.24
H 3.37 3.45 0.05 -0.21
H 1.27 1.65 -2.05 0.31
H 5.68 1.54 -1.57 0.42
H 7.51 3.07 -0.89 0.43
H 7.13 5.50 -0.83 0.41
H 4.92 6.43 -1.45 0.44
H 3.08 4.91 -2.08 0.44
C -2.86 -3.45 2.71 -0.96
N -1.59 -3.27 2.05 -0.04
C -0.69 -2.34 2.36 0.38
S 0.82 -2.34 1.53 -0.37
N -0.99 -1.47 3.32 -0.04
C -0.12 -0.39 3.78 -0.78
H -3.42 -4.22 2.19 0.35
H -3.45 -2.53 2.68 0.23
H -2.74 -3.77 3.75 0.37
H -1.27 -3.95 1.38 0.26
H -1.83 -1.62 3.85 0.24
H 0.55 -0.10 2.97 0.13
H 0.46 -0.70 4.64 0.31
H -0.74 0.47 4.05 0.33
```

The calculation puts the gap between HOMO and LUMO (alpha / beta) at 8.11 / 8.05 eV. As for the LUMO energy (alpha / beta): -2.7 / -2.6 eV. Its charge is +1. The HOMO energy (alpha / beta) is -0.398 / -0.393 Eh. The energy above the lowest of the compared OMol25 structures with the same formula, charge and spin comes out at 10.34 kcal/mol.


No. 4
A structure of composition C39H31I3N5OP2Se2V at a distorted geometry. Source: the Open Molecules 2025 dataset; level of theory: ωB97M-V/def2-TZVPD.

The geometry in XYZ format:
```
84
Properties=species:S:1:pos:R:3:mulliken_charge:R:1
V -0.96 -2.34 0.20 -0.18
I -7.80 -4.75 -1.73 -0.02
C -6.10 -3.65 -1.08 -0.48
C -5.93 -2.34 -1.49 -0.30
C -4.78 -1.69 -1.10 -0.08
I -4.36 0.27 -1.77 -0.01
C -3.79 -2.25 -0.27 -0.08
O -2.74 -1.59 0.01 0.20
C -4.06 -3.57 0.20 1.06
C -3.19 -4.16 1.28 -1.61
N -1.78 -4.24 0.93 0.18
C -1.51 -5.16 -0.17 -0.99
C -1.75 -4.45 -1.46 0.95
C -2.33 -5.05 -2.57 -1.06
C -2.48 -4.32 -3.74 -0.46
C -2.07 -2.99 -3.74 -0.86
C -1.49 -2.47 -2.60 -0.16
N -1.32 -3.17 -1.47 0.07
C -5.17 -4.25 -0.24 -0.61
H -6.66 -1.85 -2.11 0.40
H -3.59 -5.16 1.54 0.39
H -3.27 -3.52 2.16 0.34
H -1.27 -4.54 1.76 0.36
H -2.10 -6.09 -0.10 0.34
H -0.44 -5.44 -0.13 0.30
H -2.65 -6.08 -2.51 0.42
H -2.91 -4.76 -4.62 0.41
H -2.19 -2.36 -4.61 0.42
H -1.15 -1.44 -2.57 0.47
H -5.34 -5.26 0.11 0.39
Se 1.81 4.15 0.62 -0.31
P 2.51 2.27 -0.04 0.89
C 3.11 2.42 -1.74 0.41
C 4.34 1.97 -2.20 -0.41
C 4.62 2.06 -3.56 -0.63
C 3.69 2.58 -4.44 -0.50
C 2.47 3.05 -3.97 -0.71
C 2.19 2.97 -2.62 -0.49
C 3.91 1.62 0.91 0.65
C 3.97 0.29 1.31 -0.25
C 5.13 -0.18 1.90 -0.70
C 6.22 0.66 2.08 -0.51
C 6.14 1.99 1.70 -0.66
C 4.98 2.48 1.12 -0.56
C 1.37 0.91 -0.26 0.00
C 0.26 0.36 0.39 -1.21
N -0.06 -0.74 -0.32 2.10
N 0.79 -0.85 -1.32 -0.90
N 1.66 0.12 -1.31 -0.31
P -0.72 1.05 1.71 0.78
Se -1.95 -0.34 2.71 -0.43
C 0.51 1.71 2.88 0.27
C 0.48 3.01 3.37 -0.19
C 1.39 3.40 4.33 -0.69
C 2.32 2.50 4.82 -0.68
C 2.35 1.20 4.33 -0.57
C 1.45 0.81 3.36 -0.25
C -1.56 2.48 0.93 0.39
C -2.32 3.33 1.72 -0.44
C -2.88 4.47 1.17 -0.74
C -2.70 4.75 -0.18 -0.71
C -1.97 3.88 -0.97 -0.91
C -1.40 2.75 -0.42 0.12
H 5.05 1.52 -1.53 0.29
H 5.57 1.70 -3.93 0.38
H 3.91 2.62 -5.50 0.35
H 1.74 3.46 -4.65 0.40
H 1.24 3.33 -2.24 0.25
H 3.15 -0.38 1.13 0.14
H 5.17 -1.22 2.21 0.47
H 7.13 0.27 2.50 0.39
H 6.99 2.64 1.83 0.40
H 4.91 3.51 0.81 0.40
H -0.22 3.72 2.98 0.58
H 1.35 4.41 4.71 0.41
H 3.02 2.80 5.59 0.38
H 3.08 0.49 4.70 0.47
H 1.45 -0.21 2.99 0.19
H -2.48 3.10 2.77 0.56
H -3.45 5.14 1.79 0.41
H -3.14 5.64 -0.61 0.41
H -1.83 4.09 -2.02 0.46
H -0.83 2.08 -1.05 0.55
I 1.30 -3.17 1.42 -0.51
```

The calculation puts the gap between HOMO and LUMO (alpha / beta) at 6.31 / 4.66 eV. As for the spin multiplicity: 2. As for the LUMO energy (alpha / beta): 2.0 / 2.0 eV. Its charge is -1. The HOMO energy (alpha / beta) is -0.157 / -0.097 Eh. The expectation value of S² is 0.95.


No. 5
A structure of composition C4H10N2P at a distorted geometry. Source: the Open Molecules 2025 dataset; level of theory: ωB97M-V/def2-TZVPD.

The geometry in XYZ format:
```
17
Properties=species:S:1:pos:R:3:mulliken_charge:R:1
C -3.30 -0.86 0.25 -0.77
C -2.71 0.09 1.01 0.19
C 1.46 0.15 0.31 -0.27
C 3.99 -0.12 0.31 -0.60
N -1.55 0.79 0.76 -0.23
N 2.60 0.06 0.35 0.08
P -0.73 0.43 -0.58 0.12
H -4.16 -1.39 0.65 0.26
H -2.81 -1.27 -0.71 0.19
H -3.14 0.44 1.96 0.30
H -1.19 1.49 1.49 0.32
H 4.51 0.86 0.79 0.27
H 4.22 -0.37 -0.77 0.29
H 4.11 -0.98 0.97 0.30
H -1.84 0.73 -1.42 0.19
H 0.09 1.58 -0.65 0.17
H -0.38 -0.78 -1.03 0.19
```

The calculation puts the gap between HOMO and LUMO at 9.36 eV. As for the LUMO energy: -3.5 eV. Its charge is +1. The HOMO energy is -0.473 Eh. The energy above the lowest of the compared OMol25 structures with the same formula, charge and spin comes out at 74.05 kcal/mol.